No. 1
# C32H60ClF6N10O8S2

A 9-piece molecular cluster, C32H60ClF6N10O8S2 overall in a non-equilibrium geometry (ωB97M-V with the def2-TZVPD basis set, the OMol25 dataset).

Positions of all 119 atoms, in Å:
C (-0.15, 1.68, 0.34)
C (-1.08, 0.93, -0.68)
O (-2.17, 1.37, -1.02)
N (-0.53, -0.41, -1.19)
H (0.03, -0.77, -0.43)
H (-1.33, -1.04, -1.21)
C (0.19, -0.42, -2.55)
H (-0.26, 2.73, 0.06)
H (0.87, 1.30, 0.25)
H (-0.50, 1.47, 1.35)
H (0.37, -1.49, -2.70)
H (1.10, 0.13, -2.30)
H (-0.32, 0.00, -3.41)
C (0.61, -4.61, -0.86)
C (0.97, -5.93, -1.45)
O (1.06, -6.06, -2.67)
N (1.23, -7.09, -0.49)
H (2.12, -7.00, -0.02)
H (0.44, -6.95, 0.11)
C (1.07, -8.57, -1.01)
H (0.65, -3.80, -1.58)
H (1.25, -4.32, -0.03)
H (-0.44, -4.58, -0.57)
H (1.44, -9.21, -0.20)
H (1.84, -8.58, -1.77)
H (0.04, -8.78, -1.29)
C (-2.04, -3.23, 3.87)
C (-0.87, -2.36, 3.20)
N (-1.03, -0.94, 3.59)
C (-0.41, -0.27, 4.69)
C (-0.80, 0.98, 4.66)
N (-1.91, 1.04, 3.83)
C (-2.01, -0.09, 3.13)
C (-2.61, 2.25, 3.62)
H (-3.07, -3.03, 3.57)
H (-2.14, -3.05, 4.94)
H (-1.80, -4.29, 3.77)
H (-0.74, -2.37, 2.12)
H (0.10, -2.69, 3.56)
H (0.34, -0.77, 5.29)
H (-0.61, 1.88, 5.22)
H (-2.77, -0.27, 2.38)
H (-2.18, 3.13, 4.09)
H (-3.59, 2.16, 4.09)
H (-2.67, 2.39, 2.54)
C (-7.92, -2.04, 0.09)
C (-6.57, -1.21, 0.20)
N (-6.67, 0.31, -0.02)
C (-7.84, 1.02, -0.45)
C (-7.52, 2.37, -0.42)
N (-6.20, 2.48, -0.02)
C (-5.69, 1.20, 0.16)
C (-5.48, 3.76, 0.15)
H (-7.79, -3.12, 0.03)
H (-8.39, -1.77, -0.85)
H (-8.65, -1.76, 0.85)
H (-5.95, -1.56, -0.62)
H (-5.99, -1.34, 1.12)
H (-8.74, 0.52, -0.78)
H (-8.07, 3.27, -0.65)
H (-4.70, 0.97, 0.50)
H (-4.83, 3.99, -0.70)
H (-4.85, 3.73, 1.04)
H (-6.13, 4.62, 0.26)
C (5.08, 1.97, -2.43)
C (4.20, 0.85, -1.76)
N (3.95, -0.18, -2.81)
C (3.33, 0.04, -4.03)
C (3.35, -1.17, -4.68)
N (3.81, -2.11, -3.77)
C (4.15, -1.50, -2.61)
C (3.87, -3.55, -4.12)
H (6.03, 1.48, -2.66)
H (5.29, 2.81, -1.77)
H (4.55, 2.47, -3.24)
H (3.17, 1.13, -1.51)
H (4.69, 0.49, -0.86)
H (3.14, 1.07, -4.31)
H (3.11, -1.42, -5.70)
H (4.63, -2.01, -1.79)
H (2.96, -4.00, -3.73)
H (4.72, -4.14, -3.78)
H (3.75, -3.59, -5.20)
C (4.69, 6.99, 4.78)
C (3.83, 7.62, 3.64)
N (3.09, 6.64, 2.90)
C (1.92, 6.00, 3.34)
C (1.50, 5.16, 2.32)
N (2.28, 5.39, 1.22)
C (3.29, 6.28, 1.57)
C (2.16, 4.84, -0.11)
H (4.21, 6.72, 5.72)
H (5.59, 7.58, 5.00)
H (5.13, 6.05, 4.45)
H (4.53, 8.17, 3.01)
H (3.13, 8.45, 3.77)
H (1.36, 6.24, 4.23)
H (0.56, 4.63, 2.26)
H (4.06, 6.64, 0.90)
H (3.07, 4.97, -0.70)
H (1.36, 5.30, -0.68)
H (2.07, 3.77, 0.03)
Cl (-2.89, -2.29, 0.01)
C (-1.11, -3.35, -5.39)
F (-1.38, -4.56, -5.86)
F (-2.15, -2.47, -5.39)
F (-0.72, -3.45, -4.11)
S (0.40, -2.52, -6.48)
O (-0.13, -2.70, -7.83)
O (0.66, -1.15, -6.00)
O (1.58, -3.33, -6.12)
C (2.74, 0.04, 2.19)
F (1.59, 0.60, 2.67)
F (3.36, 0.94, 1.49)
F (3.57, -0.30, 3.18)
S (2.35, -1.55, 1.16)
O (2.39, -2.73, 2.12)
O (1.01, -1.47, 0.55)
O (3.44, -1.69, 0.18)

Calculated values
Gap between HOMO and LUMO (Ha): 0.235
Total charge: +3
Lowest unoccupied orbital energy (Ha): -0.24379
HOMO (eV): -13.0
Calculated total energy (hartree): -4259.59512

=====

No. 2
# C32H60N2OP3V

C32H60N2OP3V as an isolated structure in a non-equilibrium geometry (ωB97M-V with the def2-TZVPD basis set, the OMol25 dataset).

Positions of all 99 atoms, in Å:
C (2.39, 1.31, -0.13)
C (1.27, 1.18, -2.23)
C (3.46, 1.98, -0.68)
C (2.29, 1.97, -2.79)
C (3.38, 2.36, -2.04)
H (4.32, 2.23, -0.05)
H (2.19, 2.24, -3.85)
H (4.17, 2.95, -2.48)
N (1.35, 0.90, -0.88)
P (0.64, 1.03, 2.11)
P (-0.90, -0.60, -2.28)
C (2.34, 0.96, 1.36)
H (2.73, -0.06, 1.51)
H (2.98, 1.62, 1.97)
C (-1.82, -0.78, 0.61)
O (-2.75, -1.45, 0.91)
C (0.13, 0.66, -2.95)
H (0.05, 0.86, -4.03)
C (-0.09, -2.24, -2.91)
C (-2.62, -0.40, -3.17)
C (0.67, 0.03, 3.74)
C (0.52, 2.91, 2.46)
C (-0.67, -3.39, -2.06)
H (-1.74, -3.55, -2.26)
H (-0.15, -4.32, -2.31)
H (-0.54, -3.19, -0.99)
C (-0.34, -2.46, -4.41)
H (-1.39, -2.65, -4.64)
H (0.03, -1.61, -5.00)
H (0.23, -3.35, -4.73)
C (1.43, -2.16, -2.69)
H (1.87, -3.13, -2.95)
H (1.89, -1.40, -3.34)
H (1.69, -1.93, -1.65)
C (-3.45, -1.68, -2.94)
H (-3.48, -1.94, -1.87)
H (-4.49, -1.48, -3.25)
H (-3.10, -2.54, -3.52)
C (-3.41, 0.74, -2.54)
H (-3.60, 0.57, -1.48)
H (-2.92, 1.71, -2.64)
H (-4.38, 0.81, -3.05)
C (-2.44, -0.04, -4.65)
H (-1.95, -0.81, -5.25)
H (-3.44, 0.12, -5.08)
H (-1.88, 0.90, -4.76)
C (-0.92, 3.09, 2.97)
H (-1.15, 4.15, 3.09)
H (-1.64, 2.66, 2.25)
H (-1.09, 2.58, 3.93)
C (0.73, 3.65, 1.13)
H (1.80, 3.68, 0.85)
H (0.20, 3.18, 0.28)
H (0.35, 4.68, 1.22)
C (1.55, 3.47, 3.47)
H (1.56, 4.57, 3.39)
H (1.31, 3.24, 4.51)
H (2.58, 3.13, 3.26)
C (1.89, -0.89, 3.70)
H (2.83, -0.33, 3.72)
H (1.85, -1.56, 4.57)
H (1.88, -1.53, 2.80)
C (-0.61, -0.83, 3.77)
H (-0.62, -1.57, 2.95)
H (-0.61, -1.39, 4.72)
H (-1.53, -0.24, 3.72)
C (0.74, 0.88, 5.02)
H (1.69, 1.43, 5.09)
H (-0.10, 1.58, 5.13)
H (0.70, 0.19, 5.87)
V (-0.32, 0.11, 0.08)
N (0.80, -1.51, 0.52)
C (1.22, -2.58, 0.74)
C (1.93, -3.89, 0.99)
C (2.78, -4.27, -0.23)
C (2.88, -3.78, 2.20)
C (0.91, -5.01, 1.29)
H (2.15, -4.45, -1.12)
H (3.49, -3.47, -0.47)
H (3.34, -5.19, 0.00)
H (2.33, -3.63, 3.14)
H (3.44, -4.73, 2.28)
H (3.60, -2.96, 2.07)
H (1.46, -5.95, 1.50)
H (0.30, -4.75, 2.16)
H (0.24, -5.17, 0.43)
C (-2.59, 4.17, 0.46)
P (-2.04, 2.45, -0.03)
C (-3.72, 1.82, 0.54)
C (-1.52, 3.23, -1.71)
H (-3.04, 4.21, 1.45)
H (-3.37, 4.37, -0.28)
H (-1.81, 4.93, 0.37)
H (-4.53, 2.48, 0.18)
H (-3.93, 0.78, 0.27)
H (-3.70, 1.87, 1.64)
H (-2.37, 3.75, -2.20)
H (-0.75, 3.98, -1.46)
H (-1.07, 2.49, -2.38)

Calculated values
Gap between HOMO and LUMO (alpha / beta) (Ha): 0.250 / 0.210
Total charge: +1
Relative energy (zero: lowest compared OMol25 entry of this formula, charge and spin) (kJ/mol): 2.2
Lowest unoccupied orbital energy (alpha / beta) (Ha): -0.07675 / -0.11591
⟨S²⟩: 3.77
2S+1: 4
HOMO (alpha / beta) (eV): -8.9 / -8.9
Calculated total energy (hartree): -3407.90670

=====

The lowest total charge belongs to which entry?
C32H60N2OP3V

=====

Among the records above, which one has the lowest calculated total energy?
C32H60ClF6N10O8S2

=====

What is the formula in the second record?
C32H60N2OP3V